1.
ORCA calculation (the ωB97M-V functional and the def2-TZVPD basis) on a single C4H7ClFNO molecule.

Last column: natural (NBO) charge in e.
Geometry (Å):
C (2.21945, 0.61017, 0.19022)  -0.6416
C (1.83408, -0.61878, -0.58639)  -0.0691
C (-1.50002, -0.42074, 0.23725)  -0.0193
C (-2.72777, 0.41311, 0.29600)  0.1776
H (2.15408, 0.40157, 1.28211)  0.2088
H (1.52725, 1.48490, 0.02360)  0.2257
H (3.24717, 0.92883, -0.02793)  0.2132
H (1.76916, -0.35380, -1.59383)  0.1795
H (2.51069, -1.45219, -0.48538)  0.1951
H (-1.49881, -1.34134, 0.80245)  0.1957
H (-2.96330, 0.75493, 1.31343)  0.1988
N (-0.48166, -0.13510, -0.48466)  -0.0874
O (0.53599, -1.02924, -0.12852)  -0.4036
F (-2.56295, 1.41125, -0.60331)  -0.3173
Cl (-4.06334, -0.65358, -0.23503)  -0.0561

Computed properties:
ΔE to the lowest compared entry with this formula, charge and spin ... 38.9 kcal/mol
Gap between HOMO and LUMO ... 0.3874 Ha
E_LUMO ... 0.83 eV
SMILES string ... CCO/N=C/[C@@H](F)Cl
M ... 139.6 g mol⁻¹



2.
ORCA calculation (the ωB97M-V functional and the def2-TZVPD basis) on 3 unconnected molecules or ions with the total composition C4H7ClN2.

Last column: natural (NBO) charge in e.
Geometry (Å):
C (-0.32620, 0.88191, 2.00463)  -0.5025
C (0.57186, 0.58263, 1.08106)  0.1015
C (-1.34247, -0.94066, -2.26367)  0.6904
C (1.54412, 0.34394, 0.26387)  -0.5217
N (-1.97388, -1.88932, -2.55798)  -0.6948
N (-0.37972, -0.20242, -2.08589)  -0.8004
Cl (0.66631, 1.95528, -4.30863)  -0.3180
H (-0.19351, 0.60186, 3.07886)  0.2326
H (-1.39638, 1.11077, 1.78370)  0.2312
H (1.58288, -0.68400, -0.24998)  0.2371
H (2.19883, 1.11535, 0.09230)  0.2352
H (-2.74084, -1.94355, -3.15610)  0.4074
H (0.01196, -0.02218, -1.21746)  0.4101
H (0.49332, 1.04487, -3.41622)  0.2919

Computed properties:
ΔE to the lowest compared entry with this formula, charge and spin ... 83.6 kcal/mol
Gap between HOMO and LUMO ... 0.3969 Ha
E_LUMO ... 0.63 eV
SMILES string ... C=C=C.N=C=N.Cl
M ... 118.6 g mol⁻¹



3.
ORCA calculation (the ωB97M-V functional and the def2-TZVPD basis) on 2 unconnected molecules or ions with the total composition C4H7ClN2.

Last column: natural (NBO) charge in e.
Geometry (Å):
C (0.57109, -0.34175, 2.42819)  -0.0785
C (0.67650, -1.71562, 2.66022)  -0.1156
C (2.01280, -1.13899, 1.10722)  0.2818
C (-0.02412, 1.66189, -1.26673)  -0.8632
N (1.30150, -0.04722, 1.35189)  -0.4568
N (1.59078, -2.19925, 1.81905)  -0.5166
Cl (3.18514, -1.24811, -0.15748)  0.0233
H (-0.06461, 0.40235, 2.85087)  0.2136
H (0.31455, -2.18249, 3.50685)  0.2135
H (0.15931, 0.74067, -1.74123)  0.2092
H (0.49150, 1.86339, -0.31206)  0.2379
H (-1.09727, 1.63995, -1.30065)  0.2092
H (0.42868, 2.35833, -1.95371)  0.2052
H (1.95190, -3.11879, 1.58751)  0.4370

Computed properties:
ΔE to the lowest compared entry with this formula, charge and spin ... 32.1 kcal/mol
Gap between HOMO and LUMO ... 0.3456 Ha
E_LUMO ... 0.71 eV
SMILES string ... Clc1ncc[nH]1.C
M ... 118.6 g mol⁻¹